No. 1
This record from the OMol25 dataset describes a cluster of 11 separate species, C3H28O11 in total at a distorted geometry. The level of theory is wB97M-V/def2-TZVPD.

Last column: Löwdin charge in e.
Positions of all 42 atoms, in Å:
C 2.174 -1.172 -1.776  -0.0372
C 1.789 -1.226 -0.318  -0.4561
C 2.197 -2.527 0.351  -0.0427
O 0.353 -1.092 -0.257  -0.1275
H 1.923 -0.206 -2.211  0.0826
H 1.663 -1.961 -2.337  0.0822
H 3.238 -1.345 -1.911  0.0868
H 2.234 -0.391 0.232  0.1249
H 3.280 -2.647 0.399  0.0856
H 1.734 -3.372 -0.164  0.0799
H 1.896 -2.567 1.402  0.0787
H 0.017 -1.011 0.679  0.0793
O -0.612 -0.608 2.301  -0.0941
H -0.578 -1.198 3.077  0.0837
H -0.039 0.201 2.534  0.0282
O -3.465 -1.884 -2.200  -0.0545
H -2.552 -2.254 -2.177  0.0170
H -4.017 -2.460 -1.674  0.0595
O -3.184 0.563 -1.152  -0.0705
H -3.893 1.069 -1.552  0.0735
H -3.281 -0.341 -1.560  0.0262
O 0.853 1.510 2.851  -0.0838
H 1.670 1.598 2.306  0.0189
H 0.226 2.150 2.430  0.0253
O 2.897 1.920 1.053  -0.0683
H 2.411 2.544 0.455  0.0158
H 3.690 2.394 1.300  0.0546
O -0.507 1.371 -1.076  -0.0766
H -0.117 0.492 -0.887  0.0222
H -1.437 1.199 -1.354  0.0379
O 1.520 3.661 -0.531  -0.0523
H 0.886 4.100 0.055  0.0573
H 0.978 3.011 -1.034  0.0478
O -2.977 0.855 1.596  -0.0942
H -2.232 0.278 1.905  0.0163
H -3.121 0.666 0.650  -0.0047
O -0.972 -2.908 -1.838  -0.0590
H -0.728 -3.781 -1.517  0.0590
H -0.460 -2.260 -1.295  0.0254
O -0.914 2.839 1.255  -0.0854
H -0.782 2.309 0.430  0.0111
H -1.760 2.481 1.561  0.0271

Spin multiplicity   1
Orbital gap   11.0 eV
E_tot   -26090.871 eV
Molar mass   240.246 Da
SMILES string   CC(C)O.O.O.O.O.O.O.O.O.O.O
Strongest force on any atom   1.0 eV/Å

No. 2
This record from the OMol25 dataset describes a structure of composition C3H2AgFO2 at a distorted geometry. The level of theory is wB97M-V/def2-TZVPD.

Last column: Löwdin charge in e.
Positions of all 9 atoms, in Å:
H -1.323 -0.209 -1.810  0.0608
C 0.320 -1.232 0.151  -0.2815
C -0.517 -0.135 -0.069  -0.5438
O -1.739 -0.134 0.570  -0.2864
C -2.637 0.803 0.474  0.1065
O 1.581 -1.202 0.168  -0.2314
H -0.232 -2.187 0.251  0.1253
F 0.053 1.110 -0.099  -0.0855
Ag 2.692 0.781 0.422  0.1359

Spin multiplicity   2
Orbital gap (spin up / spin down)   5.3 / 5.4 eV
⟨S²⟩   0.753
E_tot   -13946.443 eV
Molar mass   196.913 Da
Total charge   -1
Strongest force on any atom   2.6 eV/Å

No. 3
This record from the OMol25 dataset describes a structure of composition C3H2AgO3 at a distorted geometry. The level of theory is wB97M-V/def2-TZVPD.

Last column: Löwdin charge in e.
Positions of all 9 atoms, in Å:
C 0.749 0.198 -0.240  -0.2054
C -0.496 -0.508 -0.150  -0.0039
O -1.647 0.244 -0.754  0.1620
C -1.941 0.280 0.465  -0.3286
O -2.628 0.663 1.325  0.2731
O 1.842 -0.361 -0.129  -0.1003
H 0.669 1.288 -0.429  0.1552
H -0.586 -1.589 -0.262  0.1497
Ag 4.039 -0.215 0.174  0.8984

Spin multiplicity   1
Orbital gap   8.0 eV
E_tot   -13274.538 eV
Molar mass   193.914 Da
Total charge   +1
Strongest force on any atom   1.4 eV/Å

Among the records above, which one has the highest strongest force on any atom? C3H2AgFO2

The lowest molar mass belongs to which entry? C3H2AgO3

What is the strongest force on any atom in the third record? 1.4 eV/Å

Which value of E_tot does entry 1 give? -26090.871 eV